Entry 1:
8
Properties=species:S:1:pos:R:3 method="wB97M-V/def2-TZVPD" homo_ev="-11.32 / -12.66" de_lowest_kcal_mol=17.2 largest_force_ev_per_a=2.4 charge=+1 mol_weight_g_mol=243.087 spin_multiplicity=2
C 0.62 0.47 0.87
O -0.35 -2.27 -0.64
H 1.34 0.31 -1.30
H 0.98 1.46 1.20
C 0.80 -0.05 -0.43
Yb -3.44 1.69 -0.94
C 0.12 -1.26 -0.34
O -0.07 -0.35 1.57

***

Entry 2:
28
Properties=species:S:1:pos:R:3 method="wB97M-V/def2-TZVPD" homo_ev=-8.71 largest_force_ev_per_a=3.7 mol_weight_g_mol=366.237
H 2.43 0.18 -0.20
H -1.76 -1.11 1.70
C -1.75 0.48 0.32
N -0.33 2.83 0.21
S -0.67 5.26 1.14
O -2.71 -1.71 -1.67
C 0.53 -3.16 -0.93
H -3.36 -0.71 0.99
O -2.37 -3.42 0.17
C 2.60 -1.95 -0.64
H -1.34 2.79 0.30
C 0.47 -0.76 -0.34
F -0.11 -4.34 -1.20
H 2.20 3.36 0.34
Br 4.52 -2.06 -0.62
H 2.42 -4.06 -1.12
S -1.98 -2.11 -0.44
C -2.28 -0.83 0.79
C -0.26 0.51 -0.06
H -1.82 1.17 1.16
N 1.64 4.16 0.62
H -2.36 0.85 -0.51
C 1.90 -3.13 -0.94
C 1.90 -0.75 -0.37
C -0.18 -2.00 -0.58
C 0.29 4.00 0.66
H 2.01 4.87 1.23
N 0.37 1.66 -0.01

***

Entry 3:
76
Properties=species:S:1:pos:R:3 method="wB97M-V/def2-TZVPD" homo_ev=-3.71 largest_force_ev_per_a=5.2 charge=-1 mol_weight_g_mol=2682.511
Br 4.21 -6.74 -3.56
P 1.60 -2.54 1.08
H 5.08 4.21 0.72
H 1.54 -3.75 3.38
C -3.83 0.46 -10.65
C -1.72 -1.45 0.04
Br 3.99 -1.38 6.07
H 2.26 -3.82 0.84
H -6.04 -2.26 0.67
Br 1.01 6.08 5.35
Br -7.03 -0.09 -0.33
C -1.60 -1.35 2.96
H 0.51 8.10 3.99
Br -5.28 1.59 -10.01
H 0.85 -0.12 0.35
H 3.04 -2.56 3.15
H -9.45 0.34 0.13
H 1.12 -0.20 2.21
C 5.47 3.63 1.55
Br 0.84 6.43 2.16
Br 0.18 3.99 -6.98
Br -2.68 1.40 -11.91
C 2.82 0.16 5.86
H 2.22 3.92 -1.48
C -8.81 -0.53 0.33
Br 4.59 3.96 -2.25
Br 3.49 1.41 4.53
H 2.89 -1.91 0.90
C 2.76 3.31 -2.22
Br 5.40 -2.28 1.62
Br -1.11 3.20 -1.12
C 0.71 -0.82 1.31
H 7.27 -3.61 2.61
C -2.94 2.55 -1.09
Br 4.51 4.19 3.15
C -0.91 -1.20 1.45
H 1.24 -1.89 3.59
C -5.60 -2.49 1.73
C -3.19 -1.77 3.10
Br -2.82 -0.32 -9.19
Br 0.98 -0.38 5.49
H -0.88 -1.14 3.87
Br 3.30 -3.70 -3.01
C 4.13 -5.29 -2.27
C -4.01 -2.04 1.68
C -3.32 -1.87 0.17
Br -3.83 2.81 -2.80
H 1.30 -2.40 -0.34
H -4.30 -0.37 -11.19
C 1.24 7.29 3.86
H -1.14 -1.33 -0.98
Br -3.04 0.70 -0.50
Br 6.31 -5.32 1.07
Br -9.58 -2.04 -0.61
C -1.41 3.22 -6.17
H 2.81 0.68 6.82
H 0.34 -3.25 1.32
Br -8.81 -0.79 2.26
Br 7.37 4.02 1.68
Br 5.38 -4.43 4.02
C 1.88 -2.67 3.01
Br 3.28 -5.85 -0.61
Br 2.66 1.46 -1.62
Br -1.08 1.43 -5.49
H 5.17 -5.03 -2.02
H -3.70 -1.89 4.16
Br 5.15 1.75 1.14
Br 3.00 8.12 3.85
H -6.14 -1.86 2.59
H -3.48 3.15 -0.36
H -3.91 -2.03 -0.83
H -5.77 -3.62 2.02
Br 1.87 3.57 -3.93
C 6.23 -3.87 2.37
H -1.67 3.85 -5.31
Br -2.93 3.26 -7.38

***

Entry 4:
12
Properties=species:S:1:pos:R:3 method="wB97M-V/def2-TZVPD" homo_ev=-14.33 de_lowest_kcal_mol=50.7 largest_force_ev_per_a=2.7 charge=+1 mol_weight_g_mol=97.097 smiles="O=C=NC[C@@H]1C=[NH+]1"
C -0.50 0.98 -2.43
H -0.68 1.23 0.81
N 1.17 -0.22 1.33
H -1.83 -0.17 0.14
H 0.73 -0.75 -0.75
O -0.30 0.91 -3.56
C -0.86 0.40 0.05
C 0.36 -0.47 0.18
H 0.35 -2.14 2.19
N -0.75 1.09 -1.25
H 1.81 0.40 1.83
C 0.50 -1.26 1.47

***

Entry 5:
23
Properties=species:S:1:pos:R:3 method="wB97M-V/def2-TZVPD" homo_ev="-8.38 / -8.27" de_lowest_kcal_mol=195.3 largest_force_ev_per_a=4.7 mol_weight_g_mol=178.191
H 1.09 -1.73 -3.03
C -2.35 0.58 0.26
C -1.54 -1.73 0.67
C 0.86 -0.13 0.08
N -0.01 0.29 1.05
H 4.11 0.62 -1.00
C 1.30 -1.14 -2.15
H 3.06 -0.50 -3.11
C 0.61 -0.99 -1.00
O -0.74 -3.84 0.93
H -2.98 1.35 0.83
H -1.73 -0.11 2.19
H -3.03 -0.12 -0.16
C -1.47 -0.31 1.05
C 2.97 0.32 -1.08
O 0.42 -2.20 1.78
C 2.59 -0.56 -2.12
N -0.62 -2.62 1.16
H 2.49 1.06 0.89
H -1.69 1.06 -0.49
H 0.37 0.29 2.00
C 2.16 0.43 0.08
H -2.29 -2.20 0.16

***

Entry 6:
77
Properties=species:S:1:pos:R:3 method="wB97M-V/def2-TZVPD" homo_ev="-13.60 / -13.60" de_lowest_kcal_mol=0.0 largest_force_ev_per_a=0.3 charge=+2 mol_weight_g_mol=868.502 spin_multiplicity=2
C 5.22 -1.57 0.89
H 1.45 5.20 5.88
C -0.32 3.54 0.61
H -4.44 -2.84 -0.39
N -1.52 -0.31 -0.08
N -0.11 2.57 -0.28
Se -1.08 5.20 -5.79
H 7.57 -3.99 0.68
C 0.34 0.86 -4.69
H 6.00 0.31 1.61
H -1.15 6.11 -1.44
H 3.34 -4.26 0.04
C 4.21 -0.43 3.48
C 0.06 1.78 -2.51
C 1.73 0.59 2.85
C -0.85 5.12 -1.10
C 0.75 -0.32 -4.09
H -2.03 -3.63 -0.23
O 0.43 -3.26 -0.06
N 2.07 0.50 4.11
S 2.48 1.27 0.30
H 3.91 1.42 4.56
H 7.34 -1.59 1.19
C -0.23 2.87 -1.59
H 1.20 -0.31 5.81
C -2.79 0.09 -0.16
H -0.85 5.57 1.00
C 3.49 0.41 4.49
C 0.00 1.94 -3.89
H 2.56 2.66 9.15
C 5.08 -0.09 1.17
C 0.13 -2.09 0.01
H 3.54 -0.04 5.48
C 1.43 1.81 6.07
N 0.43 0.62 -1.93
Fe 0.33 0.63 0.07
C 4.09 -2.33 0.56
N -1.08 5.45 -4.04
S 0.12 0.69 2.33
H -4.86 -0.39 -0.33
N -0.54 3.51 -5.67
C 2.05 4.05 7.60
C 1.58 4.21 6.30
C -1.30 -1.65 -0.10
H 1.11 -1.30 -2.21
C -2.31 -2.59 -0.21
C 5.47 -4.28 0.33
C 6.47 -2.18 0.94
H 3.85 -1.47 3.49
C 6.59 -3.53 0.65
Br -3.21 1.92 -0.10
H 0.30 0.96 -5.77
C -3.86 -0.78 -0.27
C 1.26 3.09 5.54
H 1.04 -1.18 -4.68
C 1.11 0.61 5.23
C -3.62 -2.14 -0.30
C -0.72 4.32 -3.49
H 0.11 0.65 4.81
H 2.29 4.92 8.19
C 2.20 2.78 8.13
C -0.61 4.13 -2.05
C 4.22 -3.68 0.29
C 2.83 0.61 1.82
H -0.21 3.27 1.65
H 0.88 3.21 4.53
H 2.01 0.67 7.80
C -0.69 4.83 0.23
O 0.97 -1.11 0.19
C 0.78 -0.40 -2.71
H 5.57 -5.33 0.11
H 3.11 -1.87 0.51
C -0.42 3.24 -4.40
H 4.86 0.48 0.28
C 1.90 1.67 7.37
N 4.00 0.13 2.15
H 5.28 -0.44 3.68

***

Entry 7:
111
Properties=species:S:1:pos:R:3 method="wB97M-V/def2-TZVPD" homo_ev=-8.37 largest_force_ev_per_a=2.0 mol_weight_g_mol=1409.912 smiles="CC(=O)N(C)c1ccc2c(c1Cc1ccccc1C)C(=O)c1cc(CCCCS(=O)(=O)O)c(I)cc1C2=O.ClCCl.ClCCl.ClCCl.ClCCl.ClCCl.ClCCl.ClCCl.ClCCl.ClCCl"
H 8.53 -1.45 -5.35
H -2.03 0.69 4.19
C -4.36 0.02 -0.92
H 1.47 0.20 -1.92
H 1.68 3.93 1.31
Cl 7.15 0.31 -4.62
C 1.21 1.69 -0.40
N 5.01 0.11 -0.22
H 7.83 0.40 1.21
H -2.15 2.49 -2.25
C 6.93 -0.14 1.52
Cl -5.67 -7.23 -1.95
C 10.24 2.62 -2.85
H 2.56 1.80 1.36
Cl -5.50 2.55 -7.49
C -2.93 -1.93 -0.06
C 1.63 1.58 5.21
H 3.06 -0.67 9.21
H 11.14 2.49 -2.25
C -2.73 -3.30 0.18
C -2.79 -0.08 4.08
H -0.66 0.73 -3.09
C 0.66 3.54 1.28
C 1.90 -2.37 1.13
H -2.12 0.05 0.11
H -1.33 -4.79 0.96
Cl -2.52 4.67 2.07
Cl -5.58 0.46 -3.98
C 1.68 -1.01 0.97
H -4.29 -2.00 -1.70
H 6.82 -0.12 2.60
Cl -6.21 -5.47 -4.23
C -0.58 -2.80 1.06
C 4.14 -2.10 0.40
C -0.83 2.99 -0.62
Cl -3.40 -0.51 5.69
H -4.11 0.03 -5.77
Cl -4.32 5.57 -0.05
H -6.93 -7.68 -3.88
H -4.21 6.30 2.19
C -6.02 -7.14 -3.68
C 3.12 -2.95 0.84
H 0.55 2.88 2.15
H -4.12 0.56 1.15
Cl 4.80 -0.54 7.63
H 10.06 3.68 -3.02
C 0.83 0.99 -1.54
C -4.32 1.60 -8.39
C 2.47 1.35 0.37
H -5.19 -7.59 -4.22
H 6.54 -1.30 -0.76
H 0.72 2.13 5.02
O -8.03 0.68 2.79
H 3.26 -4.02 0.95
C 0.36 2.71 0.06
H -3.61 0.29 3.48
H 1.41 0.54 5.40
Cl 8.87 1.94 -1.98
H -0.06 4.35 1.42
H -6.95 0.05 0.07
H -3.45 0.47 -1.33
H -6.12 -0.77 1.38
H -5.04 -1.93 -0.14
O -5.76 1.59 3.04
C -1.21 2.28 -1.75
H -4.87 4.65 2.05
H 8.74 -1.10 -3.62
H 3.31 1.75 -0.20
O -7.22 2.55 1.40
Cl 10.49 1.84 -4.42
O 0.89 -4.09 2.44
O 0.07 0.52 1.87
H 6.54 0.17 -1.70
C 5.87 -0.54 -1.21
H -8.00 0.92 3.73
C -0.35 1.28 -2.20
S -6.79 1.35 2.06
C 0.30 -0.51 1.29
H -4.99 1.78 0.15
C 5.73 0.59 0.93
H 7.01 -1.19 1.22
Cl -2.88 1.26 -7.42
Cl -2.06 -1.46 3.25
C -1.54 -3.75 0.75
C 0.75 -3.20 1.64
C 3.93 -0.73 0.24
H -1.48 3.77 -0.23
H 3.63 -2.28 8.69
O 5.33 1.58 1.48
Cl -2.93 -0.84 -3.94
H 5.10 -2.57 0.19
H -4.03 2.14 -9.28
H 5.29 -1.08 -1.95
C 3.37 -1.28 8.36
H -5.13 0.17 -1.69
C -1.97 -1.00 0.30
H -4.86 -1.46 -5.14
C -4.11 5.34 1.69
Cl 2.02 -1.39 7.23
Cl 6.93 -2.55 -4.01
C 2.69 -0.14 0.53
C 8.02 -1.21 -4.42
C -4.85 0.72 0.35
C -4.40 -0.52 -4.88
Cl 2.42 2.26 6.64
I -4.16 -4.76 -0.32
C -4.23 -1.50 -0.73
C -6.20 0.18 0.85
H -4.78 0.65 -8.67
C -0.79 -1.44 0.88
Cl 2.66 1.69 3.78

***

Entry 8:
12
Properties=species:S:1:pos:R:3 method="wB97M-V/def2-TZVPD" homo_ev=-10.97 de_lowest_kcal_mol=40.5 largest_force_ev_per_a=3.1 mol_weight_g_mol=137.135
F 1.71 2.01 1.61
H -0.30 -0.60 -1.94
C 0.79 -0.25 -0.01
C 1.84 -1.13 -0.37
H 0.32 1.09 -1.38
N 2.58 -1.93 -0.71
H -1.16 0.35 -0.81
O 3.49 1.40 0.02
O 1.42 2.55 -0.76
H 0.61 -0.24 1.08
C -0.18 0.13 -1.11
S 2.10 1.62 0.08

***

Entry 9:
6
Properties=species:S:1:pos:R:3 method="wB97M-V/def2-TZVPD" homo_ev="-8.68 / -8.68" de_lowest_kcal_mol=6.0 largest_force_ev_per_a=1.1 mol_weight_g_mol=107.159 smiles="O=C=S.N=S"
H -0.72 -0.60 0.66
N 0.17 -0.46 0.21
S 1.43 -0.81 1.04
O -1.13 -3.84 -1.33
C -0.20 -4.35 -0.87
S 1.09 -4.93 -0.21

***

Entry 10:
31
Properties=species:S:1:pos:R:3 method="wB97M-V/def2-TZVPD" homo_ev=-11.74 de_lowest_kcal_mol=11.5 largest_force_ev_per_a=4.2 charge=+1 mol_weight_g_mol=335.102
C 1.75 -0.17 -0.42
C 2.03 -1.69 -0.35
H -4.66 1.62 -1.79
C 3.03 0.60 -0.94
P -3.16 0.06 1.55
H 1.39 -1.81 2.30
C 0.54 -1.82 1.60
H -4.28 3.85 0.14
H -0.44 -2.17 1.92
H -5.86 2.85 -1.63
H -0.10 -0.15 3.32
O -1.83 -0.48 2.37
H -3.13 2.06 0.19
C 0.21 -0.32 1.22
I -2.79 -1.37 -0.52
H 0.05 -2.37 -0.30
H 2.14 -2.18 -1.31
O 1.37 0.43 0.80
H 2.83 -1.65 0.29
C -0.59 0.23 2.41
H -0.84 1.36 2.30
O -2.71 1.41 0.90
H 3.90 0.31 -0.31
H 2.81 1.65 -0.82
H -0.39 -0.30 0.36
N -4.13 3.00 -0.44
H 3.28 0.51 -1.93
H 0.86 0.07 -1.11
H 1.33 -3.34 0.45
C -4.93 2.59 -1.28
N 0.88 -2.45 0.29

***

Entry 11:
12
Properties=species:S:1:pos:R:3 method="wB97M-V/def2-TZVPD" homo_ev=-8.74 de_lowest_kcal_mol=85.8 largest_force_ev_per_a=6.2 mol_weight_g_mol=112.088 smiles="O=Cn1cncc1O"
C 1.73 -0.13 0.18
H -1.73 1.31 0.58
H -0.45 -2.52 -0.41
N -0.53 -0.35 -0.34
C -0.01 -1.57 -0.21
O 0.20 1.81 -0.09
O -2.76 -0.48 0.12
H 0.99 2.20 -0.79
C 0.51 0.51 -0.13
N 1.24 -1.46 0.11
H 2.61 0.39 0.87
C -1.80 0.30 0.12

***

Entry 12:
85
Properties=species:S:1:pos:R:3 method="wB97M-V/def2-TZVPD" homo_ev="-2.53 / -2.53" largest_force_ev_per_a=2.3 charge=-1 mol_weight_g_mol=748.061
H -4.79 1.10 -4.46
C -2.82 -2.50 2.67
C 4.67 1.30 3.64
C 3.11 -6.68 0.41
N 0.36 3.52 1.60
C 1.36 0.17 2.27
H -2.33 -1.41 -0.29
C 1.53 -0.68 -0.82
N -0.90 2.12 -1.19
C -1.72 -3.41 2.72
C 3.34 3.16 2.79
H -1.89 -4.46 2.91
N 0.54 1.10 1.71
C -0.21 -1.55 2.31
C -0.98 3.42 -3.63
C 2.52 0.84 2.70
H -4.58 0.85 -1.99
C -2.77 -0.29 -2.06
H -0.98 5.67 1.33
H 2.51 -2.11 -2.07
C 2.40 -4.87 -0.97
C -2.00 2.78 -1.56
H 5.59 0.97 4.11
C -2.08 3.44 -2.77
O 2.35 0.21 -0.91
C 3.47 -5.79 1.41
C -2.55 -1.22 2.30
C -1.93 -0.71 -4.31
F -3.10 0.15 -6.18
N -1.73 2.36 1.41
H -2.85 2.75 -0.88
C 2.33 2.23 2.43
C 0.17 2.78 -3.21
C 3.67 -3.43 2.30
H -3.83 -2.81 2.86
H 0.40 -3.61 2.57
H 0.99 -2.71 -1.33
H -3.43 5.86 1.47
C 3.70 0.39 3.33
H 1.07 1.66 -1.59
C -3.00 0.00 -4.83
H 3.99 -3.94 3.21
C -3.10 2.50 1.57
H -3.36 -0.52 2.16
H 3.84 -0.66 3.54
C -2.95 4.89 1.48
C -0.93 3.52 1.47
Cl 3.34 -8.40 0.67
H 3.20 4.21 2.59
H 2.82 -2.78 2.52
C -2.62 -0.40 -0.58
C -1.03 4.09 -4.98
N 1.03 -1.15 2.42
C 0.18 2.16 -1.97
C -3.96 0.56 -4.02
N -1.31 -0.72 2.05
C 1.07 2.38 1.85
H -2.05 4.38 -5.25
H 3.89 -6.16 2.34
H -3.65 1.57 1.61
H -0.41 4.98 -4.98
C -3.74 3.69 1.61
H -0.99 -1.39 -2.51
H 5.27 3.39 3.63
C -3.83 0.42 -2.64
C -0.46 -2.96 2.52
H -4.81 3.71 1.74
H -3.00 3.94 -3.04
C -1.61 4.80 1.40
H 1.06 2.74 -3.82
C -1.83 -0.85 -2.93
O 2.64 -2.63 -0.07
C 1.90 -2.12 -1.16
H -1.20 -1.14 -4.98
Ti -0.93 0.73 0.41
H 2.30 -6.94 -1.54
H 4.48 -2.79 1.96
C 2.75 -3.98 0.03
C 4.48 2.69 3.37
H -0.65 3.42 -5.75
C 2.57 -6.24 -0.77
O 0.26 -0.52 -0.54
H -3.58 -0.18 -0.10
H 1.99 -4.52 -1.91
C 3.30 -4.43 1.24